Record 1
Entry from the OMol25 dataset: an isolated ion of composition CH2ClN2O2 and charge -1 at a distorted geometry (ωB97M-V with the def2-TZVPD basis set).

XYZ file:
```
8
Properties=species:S:1:pos:R:3:mulliken_charge:R:1
C -0.881 -0.062 -0.283 -0.262
N 0.363 0.635 -0.314 -0.680
N 1.317 0.091 0.236 1.141
O 1.212 -1.066 0.782 -0.759
O 2.339 0.729 0.376 -0.740
Cl -2.157 0.814 0.539 -0.264
H -0.883 -1.064 0.050 0.391
H -1.310 -0.077 -1.386 0.174
```

Calculated values
SMILES = [O-][N+]([O-])=NCCl
total charge = -1
energy above the lowest of the compared OMol25 structures with the same formula, charge and spin = 23.7 kcal per mole
Kohn-Sham gap = 8.187 eV



Record 2
Entry from the OMol25 dataset: C22H42Cl3N2O4ScSi as an isolated structure at a distorted geometry (ωB97M-V with the def2-TZVPD basis set).

XYZ file:
```
75
Properties=species:S:1:pos:R:3:mulliken_charge:R:1
C -2.829 0.187 -3.124 -1.229
C -1.794 -0.750 -3.661 0.238
H -2.808 1.144 -3.668 0.356
H -2.660 0.359 -2.047 0.008
H -3.860 -0.199 -3.229 0.303
C -1.568 -0.922 -4.973 0.091
C -2.263 -0.174 -6.056 -1.459
H -0.925 -1.717 -5.341 0.376
H -2.235 0.920 -5.892 0.283
H -3.328 -0.472 -6.126 0.302
H -1.813 -0.388 -7.043 0.370
Sc -1.430 0.660 2.298 -0.149
Cl -2.824 -0.093 4.062 -0.451
Cl -1.576 -1.282 0.808 -0.251
C 0.263 -1.569 3.421 0.037
O 0.293 -0.354 3.054 -0.426
N 1.391 -2.216 3.652 0.284
C 2.609 -1.448 3.454 -0.800
C 1.456 -3.674 3.740 -0.856
H -0.676 -2.128 3.552 0.420
H 2.593 -0.570 4.122 0.264
H 2.672 -1.110 2.400 0.141
H 3.458 -2.098 3.674 0.362
H 0.607 -4.036 4.338 0.346
H 2.401 -3.985 4.191 0.315
H 1.418 -4.127 2.736 0.303
H -1.963 5.808 1.353 0.333
H -1.519 3.327 -0.864 0.208
C -0.943 5.823 0.922 -0.939
C -0.661 4.033 -0.775 -0.685
N -0.493 4.479 0.598 0.188
H -0.247 6.223 1.666 0.350
C -0.245 3.653 1.617 0.039
O -0.176 2.407 1.552 -0.343
H 0.269 3.552 -1.130 0.209
H -0.128 4.180 2.573 0.156
H -0.952 6.458 0.032 0.314
H -0.840 4.936 -1.383 0.350
O -0.250 -0.483 -1.866 -0.111
C -0.980 -1.471 -2.597 0.414
C 0.962 -2.181 -3.993 -0.560
C -0.056 -2.558 -3.121 0.142
H 0.960 -1.178 -4.415 0.560
C 1.975 -3.071 -4.337 -0.716
H -1.710 -1.871 -1.875 0.376
C -0.216 -3.922 -2.804 -0.322
H 2.820 -2.713 -4.928 0.430
C 1.869 -4.408 -3.955 -0.533
C 0.758 -4.842 -3.229 -0.499
H -1.123 -4.219 -2.243 0.336
H 2.620 -5.137 -4.267 0.393
H 0.621 -5.907 -2.974 0.364
Si 1.183 -0.674 -1.018 0.051
Cl -2.964 1.679 0.579 -0.472
C 2.587 -0.361 -2.226 -1.341
C 1.292 -2.327 -0.149 -0.443
C 1.388 0.700 0.177 0.058
H 2.951 -1.230 -2.780 0.313
H 3.403 0.048 -1.615 0.459
H 2.266 0.420 -2.930 0.232
H 1.684 1.631 -0.309 0.506
H 2.045 0.465 1.023 0.301
H 0.362 0.853 0.526 -0.432
H 1.245 -3.165 -0.846 0.260
H 0.452 -2.428 0.545 0.109
H 2.228 -2.380 0.406 0.405
C -0.421 3.265 6.331 -1.274
C -1.421 2.659 5.371 -0.233
O -0.767 2.135 4.202 0.124
H 0.314 2.498 6.600 0.354
H -0.900 3.605 7.252 0.375
H 0.109 4.123 5.902 0.352
H -1.947 1.812 5.812 0.248
H -2.168 3.371 5.004 0.260
H 0.158 2.426 4.242 0.150
```

Calculated values
energy above the lowest of the compared OMol25 structures with the same formula, charge and spin = 36.3 kcal per mole
Kohn-Sham gap = 8.336 eV



Record 3
Entry from the OMol25 dataset: C2Br3ClF2 as an isolated structure at a distorted geometry (ωB97M-V with the def2-TZVPD basis set).

XYZ file:
```
8
Properties=species:S:1:pos:R:3:mulliken_charge:R:1
C -0.513 0.148 -0.475 -0.013
C 0.678 0.143 0.352 0.298
F -1.517 -2.107 0.108 -0.027
F -0.385 -0.117 -1.746 -0.184
Cl 0.337 0.086 2.057 -0.063
Br -2.071 0.956 0.028 0.052
Br 1.972 -1.147 -0.218 0.037
Br 1.498 2.037 -0.106 -0.100
```

Calculated values
energy above the lowest of the compared OMol25 structures with the same formula, charge and spin = 40.4 kcal per mole
spin multiplicity = 3
Kohn-Sham gap (spin up / spin down) = 8.321 / 5.807 eV
expectation value of S² = 2.01



Record 4
Entry from the OMol25 dataset: an isolated ion of composition C4H12N3 and charge +1 at a distorted geometry (ωB97M-V with the def2-TZVPD basis set).

XYZ file:
```
19
Properties=species:S:1:pos:R:3:mulliken_charge:R:1
C 0.714 -0.045 -1.957 -0.519
C -0.486 0.290 -1.043 -0.895
C -0.643 0.114 0.388 0.096
C -1.229 1.011 1.161 -0.272
N -0.694 1.230 2.602 -0.610
N 0.282 -0.897 0.947 -0.217
N 1.279 -1.349 -1.384 -0.696
H 1.445 0.764 -1.690 0.363
H 0.492 -0.236 -3.056 0.321
H -0.637 1.287 -1.312 0.462
H -1.331 -0.280 -1.337 0.316
H -1.767 1.841 0.710 0.396
H -0.445 2.249 2.786 0.275
H -1.499 0.872 3.298 0.283
H -0.187 -1.840 1.179 0.368
H 0.856 -0.425 1.670 0.424
H 0.626 -2.106 -1.555 0.276
H 2.302 -1.430 -1.465 0.246
H 0.921 -1.049 0.057 0.383
```

Calculated values
SMILES = N/C=C(\[NH3+])CCN
total charge = +1
energy above the lowest of the compared OMol25 structures with the same formula, charge and spin = 82.5 kcal per mole
Kohn-Sham gap = 10.223 eV



Record 5
Entry from the OMol25 dataset: a 9-piece molecular cluster, C10H36BF4O13 overall at a distorted geometry (ωB97M-V with the def2-TZVPD basis set).

XYZ file:
```
64
Properties=species:S:1:pos:R:3:mulliken_charge:R:1
B -0.458 -0.319 -0.608 0.649
F 0.411 0.290 0.303 -0.212
F 0.165 -1.321 -1.368 -0.304
F -1.511 -0.841 0.182 -0.319
F -1.027 0.601 -1.539 -0.549
O -1.039 -0.824 -4.067 -0.685
H -1.017 -0.526 -3.148 0.181
H -0.879 -1.771 -3.995 0.371
O -3.150 -2.467 -1.629 -0.676
H -3.486 -1.919 -2.344 0.317
H -2.628 -1.859 -1.085 0.337
O 2.975 -1.186 -0.808 -0.696
H 2.053 -0.914 -0.940 0.289
H 3.483 -0.659 -1.439 0.352
C 3.498 0.608 -4.144 -0.752
C 2.086 0.212 -3.805 -0.060
O 1.558 1.117 -2.852 -0.451
O 4.343 0.366 -3.017 -0.460
H 3.551 1.664 -4.421 0.332
H 3.828 0.006 -5.001 0.409
H 2.013 -0.840 -3.518 0.234
H 1.557 0.300 -4.765 0.412
H 0.614 0.930 -2.787 0.186
H 5.236 0.674 -3.188 0.250
C -4.465 3.767 -0.683 -0.697
C -3.513 2.602 -0.872 0.118
O -2.262 2.891 -0.285 -0.541
O -4.229 4.873 -1.531 -0.510
H -4.417 4.078 0.361 0.320
H -5.496 3.417 -0.842 0.326
H -3.413 2.434 -1.953 0.216
H -3.973 1.719 -0.410 0.138
H -1.632 2.278 -0.683 0.199
H -4.347 4.604 -2.445 0.300
C 2.729 2.060 1.093 0.063
C 2.660 2.890 -0.172 -0.280
O 3.569 2.447 -1.161 -0.587
O 3.834 2.475 1.913 -0.633
H 2.815 0.994 0.877 0.174
H 1.798 2.205 1.648 0.257
H 2.865 3.937 0.059 0.326
H 1.648 2.893 -0.601 0.087
H 3.196 1.720 -1.672 0.269
H 4.594 1.961 1.630 0.333
C 1.450 -1.308 3.149 0.122
C 1.855 -2.280 4.220 -0.698
O 0.765 -3.153 4.548 -0.469
O 1.399 -1.933 1.891 -0.563
H 2.156 -0.464 3.161 0.156
H 0.468 -0.886 3.411 0.204
H 2.119 -1.722 5.125 0.314
H 2.729 -2.844 3.880 0.355
H 1.113 -3.980 4.889 0.255
H 0.927 -1.338 1.292 0.250
C -3.581 -2.458 2.452 -0.553
C -2.184 -2.540 3.014 0.378
O -2.056 -3.822 3.632 -0.576
O -4.551 -2.548 3.513 -0.596
H -3.729 -3.282 1.747 0.351
H -3.764 -1.503 1.968 0.154
H -2.078 -1.752 3.769 0.166
H -1.438 -2.440 2.225 0.051
H -1.184 -3.844 4.039 0.334
H -4.551 -3.469 3.791 0.331
```

Calculated values
total charge = -1
Kohn-Sham gap = 9.534 eV